Record 1
Formula: C4H36NO14S
Source: the OMol25 dataset
Level of theory: wB97M-V/def2-TZVPD

XYZ file:
```
56
Properties=species:S:1:pos:R:3
C 0.023 -0.091 0.358
O 1.035 0.167 1.240
C -1.273 0.833 0.417
C -2.579 0.096 0.686
C -3.700 1.107 0.918
S -4.408 1.670 -0.740
N -1.043 1.943 1.413
H 0.446 -0.259 -0.647
H -0.405 -1.074 0.605
H -1.332 1.337 -0.573
H -2.849 -0.694 -0.018
H -2.391 -0.372 1.663
H -3.443 1.917 1.569
H -4.627 0.607 1.290
H -3.280 1.678 -1.524
H -0.141 1.734 1.850
H -1.179 2.916 1.241
H -0.643 -1.832 3.080
H -2.188 -2.033 2.602
O -1.323 -2.485 2.804
H 0.219 4.405 1.006
H 0.697 3.967 -0.430
O 0.369 4.683 0.094
H 1.997 -1.699 3.475
H 2.228 -0.667 2.330
O 2.706 -1.258 2.940
H -0.286 -2.347 -1.570
H 0.689 -2.588 -2.655
O -0.226 -2.292 -2.534
H 0.782 1.692 -2.574
H 0.001 3.021 -2.565
O 0.654 2.522 -2.069
H -2.105 -2.410 -3.087
H -2.734 -2.421 -1.699
O -2.932 -2.460 -2.634
H 1.202 2.385 -0.376
H 1.524 1.796 1.052
O 1.786 2.545 0.382
H 0.633 0.055 -4.106
H -0.321 -0.436 -3.139
O -0.129 0.394 -3.594
H 2.546 -0.274 -2.592
H 2.726 -1.660 -3.163
O 2.376 -0.783 -3.395
H 3.113 -1.942 1.360
H 2.958 -1.629 -0.119
O 3.218 -2.384 0.468
H 0.396 0.150 2.682
H -0.718 0.234 3.702
O 0.069 -0.307 3.605
H 1.468 -2.976 0.215
H 0.192 -3.088 1.026
O 0.594 -3.423 0.213
H 3.403 0.251 0.476
H 2.830 1.296 -0.449
O 3.374 0.483 -0.514
```

Values from the calculation:
* total charge: -1
* total energy: -1680.36626 hartree
* orbital gap: 8.56 eV
* energy relative to the best compared isomer or geometry (same formula, charge and spin): 3.174 eV
* multiplicity: 1

Löwdin charges, unit e, in atom order:
1. C -0.297
2. O -0.350
3. C -0.324
4. C -0.250
5. C -0.503
6. S 0.637
7. N 0.057
8. H 0.099
9. H 0.075
10. H 0.106
11. H 0.106
12. H 0.084
13. H 0.043
14. H 0.061
15. H -0.155
16. H 0.041
17. H 0.053
18. H -0.012
19. H 0.041
20. O -0.104
21. H 0.023
22. H -0.036
23. O -0.069
24. H 0.072
25. H -0.006
26. O -0.080
27. H 0.030
28. H 0.059
29. O -0.064
30. H 0.028
31. H 0.066
32. O -0.057
33. H -0.016
34. H 0.012
35. O -0.051
36. H -0.020
37. H 0.064
38. O -0.131
39. H 0.037
40. H 0.001
41. O -0.078
42. H 0.023
43. H 0.058
44. O -0.053
45. H 0.015
46. H 0.023
47. O -0.100
48. H 0.050
49. H 0.029
50. O -0.144
51. H 0.001
52. H 0.009
53. O -0.074
54. H 0.072
55. H 0.000
56. O -0.103

Record 2
Formula: C4H36O13S
Source: the OMol25 dataset
Level of theory: wB97M-V/def2-TZVPD

XYZ file:
```
54
Properties=species:S:1:pos:R:3
C 3.284 1.805 -2.439
C 2.732 2.436 -1.141
C 2.163 1.292 -0.248
S 3.534 0.721 0.798
C 3.412 1.570 2.393
H 2.366 1.485 -2.947
H 3.920 2.473 -2.993
H 4.007 1.025 -2.092
H 1.815 2.975 -1.397
H 3.479 3.090 -0.658
H 1.875 0.489 -0.907
H 1.241 1.630 0.247
H 2.417 1.275 2.784
H 4.131 1.218 3.119
H 3.292 2.645 2.186
H -3.841 0.008 1.919
H -3.154 1.140 2.671
O -3.912 0.972 2.094
H 3.723 -1.751 0.852
H 3.435 -2.842 1.761
O 3.354 -2.662 0.814
H 1.932 -2.747 -0.156
H 0.777 -3.679 -0.746
O 1.108 -2.768 -0.711
H -0.826 -3.183 -3.174
H -1.828 -2.093 -2.896
O -1.515 -2.947 -2.529
H -1.106 3.057 2.210
H -1.888 4.022 1.317
O -0.996 3.683 1.474
H -0.054 -1.224 -3.572
H -0.553 -0.362 -4.756
O -0.822 -0.698 -3.895
H -0.961 -1.154 2.047
H -1.603 -1.306 3.379
O -0.898 -0.797 2.944
H -4.585 0.476 -0.477
H -4.188 1.238 -1.665
O -4.920 0.678 -1.367
H 1.300 -2.661 -2.470
H 1.972 -2.599 -3.839
O 1.112 -2.481 -3.421
H -1.823 1.661 4.550
H -1.131 0.902 3.407
O -1.432 1.796 3.680
H -1.576 -2.947 -0.642
H -0.402 -2.480 0.179
O -1.360 -2.685 0.273
H -1.728 2.435 0.094
H -2.899 1.555 0.417
O -2.448 1.957 -0.341
H -2.625 -1.659 1.013
H -3.927 -2.319 1.202
O -3.377 -1.663 1.657
```

Values from the calculation:
* total energy: -1550.31349 hartree
* orbital gap: 8.84 eV
* energy relative to the best compared isomer or geometry (same formula, charge and spin): 0.000 eV
* multiplicity: 1

Löwdin charges, unit e, in atom order:
1. C -0.117
2. C -0.331
3. C -0.468
4. S 0.814
5. C -0.383
6. H 0.078
7. H 0.058
8. H 0.072
9. H 0.098
10. H 0.100
11. H 0.057
12. H 0.083
13. H 0.031
14. H 0.032
15. H 0.043
16. H -0.003
17. H -0.002
18. O -0.074
19. H -0.020
20. H 0.066
21. O -0.079
22. H 0.037
23. H 0.084
24. O -0.071
25. H 0.033
26. H 0.049
27. O -0.071
28. H 0.002
29. H 0.053
30. O -0.067
31. H -0.007
32. H 0.045
33. O -0.081
34. H 0.031
35. H 0.072
36. O -0.039
37. H 0.005
38. H 0.020
39. O -0.070
40. H 0.024
41. H 0.074
42. O -0.073
43. H 0.065
44. H 0.009
45. O -0.069
46. H 0.023
47. H 0.022
48. O -0.085
49. H -0.008
50. H -0.009
51. O -0.072
52. H 0.022
53. H 0.075
54. O -0.082

Record 3
Formula: C4H37N2O12
Source: the OMol25 dataset
Level of theory: wB97M-V/def2-TZVPD

XYZ file:
```
55
Properties=species:S:1:pos:R:3
C -2.044 -0.658 2.110
N -2.197 -0.084 0.762
C -0.678 -0.362 2.550
N 0.227 -1.406 2.090
C 0.045 -2.817 2.504
C 1.280 -3.454 3.311
H -2.812 -0.599 2.847
H -2.010 -1.891 2.100
H -1.356 -0.293 0.214
H -2.220 0.935 0.766
H -0.295 0.634 2.630
H -0.915 -0.504 3.702
H 0.189 0.804 -2.277
H 0.689 -1.425 1.208
H -0.032 -3.336 1.486
H -0.737 -2.721 3.373
H 1.739 -4.250 2.691
H 2.132 -2.827 3.569
H 0.976 -4.132 4.151
H -1.996 3.119 -2.433
H -2.299 1.485 -2.004
O -2.103 2.396 -1.735
H 1.533 -0.561 3.690
H 2.506 -0.631 5.040
O 1.601 -0.260 4.628
H 4.165 1.375 0.754
H 2.826 1.334 0.084
O 3.563 0.865 0.183
H -0.917 3.556 0.933
H -1.235 2.646 -0.382
O -0.950 2.700 0.609
H 1.815 3.354 0.631
H 1.004 2.718 -0.550
O 1.970 2.901 -0.200
H -2.750 -1.506 -4.279
H -1.173 -1.242 -3.749
O -2.209 -0.907 -3.736
H -3.863 -1.419 -2.001
H -3.429 -0.073 -2.369
O -3.515 -0.550 -1.625
H 3.675 -1.691 -2.722
H 2.638 -0.721 -2.002
O 2.726 -1.535 -2.600
H -2.959 -0.355 0.080
H 1.291 -0.150 -1.701
O 0.524 0.545 -1.353
H 0.393 1.542 4.345
H -0.479 2.623 4.819
O -0.277 2.219 4.046
H 0.886 -2.648 -5.079
H 1.561 -2.113 -3.780
O 0.735 -1.907 -4.402
H 0.979 1.928 -5.030
H 1.022 0.366 -5.084
O 0.639 1.138 -4.626
```

Values from the calculation:
* total charge: +1
* total energy: -1186.60775 hartree
* orbital gap: 8.90 eV
* energy relative to the best compared isomer or geometry (same formula, charge and spin): 6.194 eV
* multiplicity: 1

Löwdin charges, unit e, in atom order:
1. C -0.168
2. N 0.184
3. C -0.259
4. N -0.117
5. C -0.229
6. C -0.091
7. H 0.120
8. H 0.167
9. H 0.132
10. H 0.125
11. H 0.082
12. H 0.159
13. H 0.049
14. H 0.099
15. H 0.132
16. H 0.139
17. H 0.059
18. H 0.048
19. H 0.078
20. H 0.137
21. H 0.039
22. O -0.048
23. H 0.008
24. H 0.130
25. O -0.128
26. H 0.063
27. H -0.119
28. O -0.028
29. H 0.011
30. H 0.024
31. O -0.078
32. H 0.044
33. H 0.073
34. O -0.094
35. H 0.052
36. H 0.113
37. O -0.130
38. H 0.121
39. H -0.054
40. O -0.042
41. H 0.083
42. H 0.066
43. O -0.066
44. H 0.130
45. H 0.096
46. O -0.122
47. H 0.042
48. H -0.018
49. O -0.032
50. H 0.090
51. H 0.062
52. O -0.147
53. H 0.034
54. H 0.036
55. O -0.055

Record 4
Formula: C4H37N3O13
Source: the OMol25 dataset
Level of theory: wB97M-V/def2-TZVPD

XYZ file:
```
57
Properties=species:S:1:pos:R:3
C -2.029 1.553 -0.975
C -0.531 1.162 -1.062
C 0.199 1.144 0.288
N 2.358 1.844 2.154
C 1.740 2.699 1.458
N 0.745 2.460 0.535
N -2.903 0.453 -0.563
H -2.077 2.246 -0.132
H -2.439 1.964 -1.894
H -0.085 1.924 -1.703
H -0.474 0.164 -1.504
H -0.573 0.909 1.036
H 0.988 0.398 0.304
H 2.135 0.855 2.140
H 1.950 3.763 1.548
H 0.125 3.224 0.494
H -2.483 0.015 0.240
H -2.952 -0.334 -1.199
H -1.553 3.763 3.468
H -2.160 3.318 2.181
O -1.306 3.624 2.546
H 0.644 -4.974 -1.588
H 0.879 -3.450 -1.474
O 0.229 -4.124 -1.761
H 3.026 -2.233 -1.367
H 2.465 -2.505 -0.030
O 2.509 -2.919 -0.918
H 3.596 3.139 -0.372
H 4.586 2.697 -1.463
O 4.163 3.465 -1.073
H -2.478 -3.897 -3.276
H -1.036 -3.490 -2.990
O -1.874 -3.151 -3.357
H -4.169 -2.831 -1.560
H -2.787 -2.411 -2.037
O -3.409 -2.319 -1.277
H -3.661 2.033 0.749
H -4.158 3.447 0.619
O -3.672 2.881 1.227
H 4.431 0.787 0.419
H 3.242 1.263 -0.268
O 4.012 0.715 -0.444
H -1.947 -2.474 -0.052
H -0.820 -3.582 -0.264
O -1.348 -3.093 0.381
H -0.680 -2.314 1.708
H -0.848 -1.056 2.580
O -0.287 -1.856 2.483
H 3.332 -1.321 -3.493
H 3.459 -0.075 -2.587
O 2.825 -0.685 -2.982
H 1.221 -1.534 1.636
H 2.618 -1.915 2.131
O 2.166 -1.601 1.343
H -2.437 0.577 3.389
H -0.961 1.203 3.415
O -1.510 0.454 3.191
```

Values from the calculation:
* total energy: -1317.00640 hartree
* orbital gap: 9.32 eV
* energy relative to the best compared isomer or geometry (same formula, charge and spin): 0.000 eV
* multiplicity: 1

Löwdin charges, unit e, in atom order:
1. C -0.261
2. C -0.156
3. C -0.193
4. N 0.092
5. C -0.344
6. N -0.003
7. N 0.008
8. H 0.073
9. H 0.116
10. H 0.110
11. H 0.109
12. H 0.094
13. H 0.097
14. H 0.019
15. H 0.122
16. H 0.095
17. H 0.051
18. H 0.036
19. H 0.046
20. H -0.009
21. O -0.070
22. H 0.073
23. H 0.028
24. O -0.069
25. H 0.024
26. H -0.004
27. O -0.079
28. H -0.016
29. H 0.020
30. O -0.054
31. H 0.058
32. H 0.020
33. O -0.054
34. H 0.060
35. H 0.014
36. O -0.081
37. H 0.019
38. H 0.069
39. O -0.068
40. H 0.057
41. H 0.001
42. O -0.051
43. H 0.015
44. H 0.019
45. O -0.043
46. H -0.006
47. H 0.000
48. O -0.091
49. H 0.044
50. H 0.018
51. O -0.052
52. H 0.019
53. H 0.071
54. O -0.073
55. H 0.066
56. H 0.047
57. O -0.034

Record 5
Formula: C4H39NO15S
Source: the OMol25 dataset
Level of theory: wB97M-V/def2-TZVPD

XYZ file:
```
60
Properties=species:S:1:pos:R:3
C 0.250 2.558 1.663
N 0.052 1.310 0.928
C -1.309 0.716 0.826
C -1.589 -0.091 2.082
S -3.101 -1.130 2.000
C -2.334 1.720 0.348
O -2.376 1.628 -1.081
H 1.136 3.030 1.234
H -0.557 3.282 1.565
H 0.338 2.420 2.746
H 0.700 0.622 1.287
H -1.187 -0.031 0.039
H -1.603 0.485 3.016
H -0.788 -0.768 2.397
H -2.611 -2.204 1.363
H -3.321 1.487 0.764
H -2.153 2.734 0.694
H -2.784 2.418 -1.453
H 2.307 -1.106 3.449
H 1.795 -0.053 4.339
O 2.428 -0.162 3.616
H 1.153 -4.143 -1.181
H 1.071 -3.118 -0.095
O 1.665 -3.796 -0.444
H 3.617 0.274 -4.627
H 4.469 0.193 -3.332
O 3.916 -0.318 -3.928
H 1.254 4.644 -2.718
H 0.996 3.349 -1.955
O 1.547 4.174 -1.927
H -4.067 -3.148 -1.885
H -3.325 -2.972 -3.209
O -3.893 -3.575 -2.727
H -3.183 -0.485 -1.363
H -4.581 -0.685 -0.866
O -3.980 -0.986 -1.558
H 0.662 -3.904 2.503
H -0.611 -3.380 1.646
O -0.058 -3.231 2.415
H 2.172 0.030 -2.544
H 1.934 -1.377 -1.639
O 1.619 -0.668 -2.195
H 2.875 -3.704 2.026
H 2.252 -4.743 1.142
O 2.368 -4.520 2.080
H 0.443 5.498 -0.870
H -0.299 4.547 0.036
O -0.370 5.420 -0.350
H -0.941 -1.803 5.172
H -0.019 -2.301 4.054
O -0.015 -1.904 4.939
H 0.049 -1.533 -1.438
H -1.309 -2.014 -1.701
O -0.578 -2.205 -1.103
H 3.011 2.977 -2.329
H 3.293 2.973 -3.776
O 3.557 2.495 -2.984
H 0.451 1.436 -1.138
H -0.708 1.829 -1.923
O 0.271 1.811 -2.028
```

Values from the calculation:
* total energy: -1757.31792 hartree
* orbital gap: 9.47 eV
* energy relative to the best compared isomer or geometry (same formula, charge and spin): 0.251 eV
* multiplicity: 1

Löwdin charges, unit e, in atom order:
1. C -0.096
2. N -0.073
3. C -0.387
4. C -0.491
5. S 0.748
6. C -0.189
7. O -0.077
8. H 0.090
9. H 0.057
10. H 0.085
11. H 0.105
12. H 0.110
13. H 0.086
14. H 0.046
15. H -0.154
16. H 0.111
17. H 0.110
18. H 0.117
19. H 0.020
20. H 0.028
21. O -0.063
22. H 0.063
23. H 0.012
24. O -0.049
25. H 0.039
26. H 0.028
27. O -0.060
28. H 0.067
29. H 0.009
30. O -0.090
31. H 0.001
32. H 0.017
33. O -0.066
34. H 0.002
35. H 0.043
36. O -0.056
37. H 0.038
38. H 0.029
39. O -0.078
40. H 0.018
41. H 0.028
42. O -0.051
43. H 0.051
44. H 0.026
45. O -0.061
46. H 0.010
47. H -0.023
48. O -0.066
49. H 0.036
50. H -0.021
51. O -0.064
52. H 0.015
53. H 0.042
54. O -0.053
55. H 0.009
56. H 0.038
57. O -0.068
58. H 0.034
59. H 0.039
60. O -0.073

Record 6
Formula: C4H3BaLi2O2
Source: the OMol25 dataset
Level of theory: wB97M-V/def2-TZVPD

XYZ file:
```
12
Properties=species:S:1:pos:R:3
C 0.393 1.026 -0.463
O 1.472 0.790 0.256
Li 3.025 0.741 -2.645
Li 0.374 0.972 2.014
H -0.389 1.368 -1.476
C -0.947 0.749 -0.142
C -1.157 -0.147 1.042
C -0.925 -1.472 0.933
O -0.491 -2.136 -0.212
Ba 1.351 -1.342 -0.884
H -1.626 1.608 -0.202
H -1.079 -2.158 1.779
```

Values from the calculation:
* total charge: +1
* total energy: -344.79841 hartree
* orbital gap (alpha / beta): 3.56 / 3.58 eV
* multiplicity: 1

Löwdin charges, unit e, in atom order:
1. C -0.663
2. O -0.547
3. Li 0.774
4. Li 0.744
5. H 0.189
6. C -0.282
7. C -0.197
8. C -0.421
9. O -0.680
10. Ba 1.884
11. H 0.110
12. H 0.087